# 1
33
Properties=species:S:1:pos:R:3 method="wB97M-V/def2-TZVPD" homo_ev=-8.044 gap_ev=8.71 e_above_lowest_kcal_mol=0.0 total_charge=0
B -0.3637 0.0221 -0.8636
C 1.5504 1.3570 -2.6053
C 2.6339 0.6629 -1.7455
C 0.5480 0.1612 -2.7033
C -0.3349 -0.6231 1.3185
C -1.6266 0.3962 0.9998
C 0.8692 -0.0477 1.9985
C -0.6153 -1.9492 2.0102
C -2.0220 1.4820 1.9930
C -2.8925 -0.4310 0.6917
N 2.7489 -0.6184 -2.3861
N 1.4255 -0.9924 -2.7834
O 0.1074 -0.9540 -0.0341
O -1.1084 0.9303 -0.2253
H 1.0696 2.3453 -2.4242
H 1.8718 1.6007 -3.6242
H 3.6120 1.2736 -1.7966
H 2.3226 0.6919 -0.6546
H -0.2484 0.0226 -3.5262
H 1.6370 -0.5946 1.3970
H 0.8091 -0.2986 3.1344
H 0.9437 1.0479 1.9065
H 0.3420 -2.4718 2.0870
H -1.3679 -2.6665 1.4755
H -0.9410 -1.8683 3.0899
H -2.2509 1.1257 3.0376
H -2.6357 2.3413 1.5542
H -1.0217 1.9691 2.1771
H -3.1787 -1.0049 1.5386
H -2.6461 -1.0688 -0.2450
H -3.6435 0.3684 0.4401
H 3.2785 -0.5840 -3.1585
H 1.1279 -1.6247 -2.0736

***

# 2
34
Properties=species:S:1:pos:R:3 method="wB97M-V/def2-TZVPD" homo_ev=-9.129 smiles="CC(C)[C@H](N)C(=O)N1CCC[C@@H]1B(O)O" gap_ev=9.52 e_above_lowest_kcal_mol=38.3 total_charge=0
C -0.7605 -3.5478 0.0986
C -0.4718 -2.5113 -1.0785
C -1.8558 -2.1859 -1.7141
C 0.3638 -1.3858 -0.5302
N 1.7760 -1.8792 -0.4291
C -0.1437 -0.6875 0.7510
O -0.3320 -1.4164 1.6814
N -0.2530 0.7553 0.7074
C -0.7600 1.5047 1.8941
C 0.2381 2.6509 2.2736
C 1.2663 2.6554 1.0501
C 0.7808 1.5554 0.0438
B 0.4777 2.4478 -1.2337
O -0.6821 2.2844 -1.9212
O 1.4230 3.2196 -1.7181
H -1.7082 -3.1143 0.6441
H 0.0231 -3.4784 0.8653
H -0.8808 -4.6297 -0.0843
H 0.1490 -3.0811 -1.7718
H -2.2751 -3.0791 -2.2028
H -2.5301 -1.7576 -1.0104
H -1.7205 -1.4535 -2.4991
H 0.3159 -0.5821 -1.2888
H 1.8906 -1.9855 0.5484
H 2.5512 -1.3633 -0.7613
H -0.9372 0.8411 2.7874
H -1.7206 1.8537 1.5982
H -0.2714 3.6451 2.3598
H 0.9018 2.4176 3.0596
H 1.2998 3.7040 0.6536
H 2.2024 2.4227 1.4329
H 1.6722 0.9400 -0.2804
H -1.1496 1.5477 -1.3769
H 1.1208 3.6929 -2.5487

***

# 3
38
Properties=species:S:1:pos:R:3 method="wB97M-V/def2-TZVPD" homo_ev=-12.288 gap_ev=3.75 total_charge=+1
Mg -3.8674 -0.9723 1.3536
C -0.7086 -0.2908 0.7221
O -2.0200 -0.6123 1.0866
H -0.3889 -0.6449 -0.2615
H -0.5667 0.7915 0.8037
H 0.0219 -0.7215 1.4185
Cl -2.2432 3.7556 4.3150
C -0.9053 3.9169 3.1878
C 0.0895 2.7928 3.4251
Cl 1.7175 3.1019 2.8239
H -0.4122 4.8830 3.2955
H -1.2637 3.9208 2.1585
H -0.2613 1.8519 2.9926
H 0.1450 2.5443 4.4847
Cl 5.2044 0.8151 -0.3396
C 3.6134 1.2832 0.2430
C 3.0615 0.1917 1.1821
Cl 4.0620 0.0151 2.6151
H 2.9617 1.3967 -0.6185
H 3.5938 2.1684 0.8727
H 2.9916 -0.7896 0.7094
H 2.0369 0.4157 1.4881
Cl -1.6720 -5.7483 -2.9452
C -0.9598 -4.1789 -2.5219
C -1.3889 -3.7810 -1.1271
Cl -0.6513 -4.9323 0.0556
H -1.2329 -3.4917 -3.3232
H 0.1152 -4.3302 -2.5906
H -2.4711 -3.7314 -1.0219
H -1.0048 -2.7931 -0.8684
Cl -1.2909 -0.7481 -4.6593
C -1.4705 -0.2029 -2.9434
C -0.6009 1.0297 -2.7662
Cl 1.1485 0.6237 -2.8990
H -1.3308 -1.0399 -2.2767
H -2.4623 0.2602 -2.9180
H -0.7128 1.3957 -1.7407
H -0.8764 1.8555 -3.4124

***

# 4
36
Properties=species:S:1:pos:R:3 method="wB97M-V/def2-TZVPD" homo_ev="-14.314 / -14.319" gap_ev="4.96 / 5.20" spin_multiplicity=2 e_above_lowest_kcal_mol=16.1 total_charge=+2
C -1.3891 -4.3565 -6.0469
C -0.7863 -3.0264 -5.6799
H -1.2701 -4.5625 -7.1140
H -2.4595 -4.3550 -5.8200
H -0.8989 -5.1653 -5.4936
O -0.1748 -2.2564 -6.3696
I -1.1638 -2.5940 -3.5829
Ti -0.3991 -0.3195 0.3341
P -2.2298 0.9887 -0.4675
C -2.1418 2.7965 -0.6972
C -3.0785 0.4774 -2.0017
H -3.5509 -0.2201 1.1851
H -4.3903 1.2220 0.5376
H -3.1062 1.4000 1.7758
C -3.4321 0.8306 0.8947
H -3.1368 -0.6133 -2.0948
H -4.0877 0.9078 -2.0061
H -3.1397 3.2187 -0.8974
H -1.4758 3.0386 -1.5366
H -2.5166 0.8525 -2.8660
H -1.7379 3.2728 0.2063
C 0.6451 0.8033 -0.8740
O 1.3431 1.5085 -1.5103
Cl -0.5376 -2.4180 -0.3160
C 0.0500 0.2158 4.8434
N 1.3052 0.0361 4.1093
C 2.5866 -0.0112 4.8016
C 1.2732 -0.0742 2.7898
O 0.1467 -0.1694 2.1862
H 0.2824 0.2866 5.9089
H -0.6163 -0.6418 4.6772
H -0.4555 1.1420 4.5326
H 3.0944 -0.9624 4.5869
H 3.2479 0.8033 4.4712
H 2.4250 0.0694 5.8801
H 2.2290 -0.0418 2.2318

***

Summary of max |F| in eV Å⁻¹
4.6, 3.6, 3.6, 9.5
(order as listed above)